ORCA calculation (ωB97M-V with the def2-TZVPD basis set) on a structure of composition C22H41N2O5ReSbSi3 in a non-equilibrium geometry.

- E_tot (Eh) = -2535.15509
- energy relative to the best compared isomer or geometry (same formula, charge and spin) (kcal/mol) = 45.0
- net charge = +2
- expectation value of S² = 0.773
- HOMO-LUMO gap (spin up / spin down) (eV) = 5.166 / 5.619
- HOMO (spin up / spin down) (eV) = -13.424 / -13.403
- spin multiplicity = 2
- LUMO energy (spin up / spin down) (eV) = -8.26 / -7.78

XYZ file:
```
75
Properties=species:S:1:pos:R:3:forces:R:3:lowdin_spin:R:1
Re -0.54332 0.77003 0.15693 2.0044 1.3967 -0.6495 0.923
O 2.92863 2.39209 0.96167 -0.6364 0.1965 0.0567 0.007
C 1.72015 2.43761 0.91399 1.8295 1.8846 -0.6659 0.004
O 0.96911 1.46844 1.32969 -2.7615 -1.0284 -0.2068 0.029
C 1.00253 3.68546 0.38256 -0.0122 -0.4252 0.3761 0.000
C -0.39605 3.86835 1.00038 0.7169 0.9768 1.0480 0.001
C -0.87675 5.29345 0.70204 -0.2068 -0.1528 0.1104 0.000
C -1.29140 5.16567 -0.77794 -0.1847 -0.2097 -0.0287 0.000
C -0.90123 3.71004 -1.06879 0.2892 0.6487 -1.2052 0.000
O -1.23314 3.05974 0.16233 -0.0453 -1.3652 0.2676 0.001
C 0.64112 3.59220 -1.12749 0.0354 -0.3836 -0.2527 -0.001
C 1.14953 2.31331 -1.82392 0.7190 1.7089 -0.8599 0.002
O 1.94351 2.38582 -2.73092 -0.2562 0.0385 0.2815 0.017
O 0.71171 1.14107 -1.44813 -2.0507 -1.5193 1.6212 0.028
H 1.66768 4.52818 0.57299 -0.1324 -0.0890 0.0215 0.000
H -0.49011 3.55408 2.04106 -0.0188 -0.0307 -0.1762 0.000
H -0.08829 6.02495 0.84929 0.0574 -0.0003 0.1077 0.000
H -1.71905 5.55981 1.33918 0.0434 0.0176 -0.0519 0.000
H -0.78737 5.87221 -1.43052 0.0289 -0.0324 -0.0756 0.000
H -2.36697 5.29365 -0.89270 0.0402 0.0120 -0.0584 0.000
H -1.43122 3.25345 -1.90666 0.0138 -0.0698 0.1541 0.000
H 1.08706 4.42073 -1.67985 -0.1100 -0.1601 0.0239 0.000
N -5.42404 0.14073 -3.55539 0.3702 -0.0154 0.2528 0.001
C -4.36562 0.18466 -2.74784 -0.2384 -0.0651 -0.2104 0.001
C -3.04876 0.09323 -3.24433 0.4646 -0.1034 0.2216 -0.001
C -1.98699 0.16167 -2.38818 0.1149 -0.0032 -1.1169 0.006
N -2.11472 0.31787 -1.05083 0.1677 0.3492 0.3532 0.018
C -3.37651 0.37447 -0.56671 -1.1026 0.0150 0.3097 0.014
C -4.49635 0.31235 -1.34848 0.3146 -0.0025 0.4986 0.001
H -5.30994 0.02276 -4.54843 -0.0623 0.0181 -0.0322 0.000
H -6.35926 0.19062 -3.18972 -0.0856 0.0119 -0.0258 0.000
H -2.87860 -0.04503 -4.29797 0.1265 0.0064 -0.1784 0.000
H -0.96979 0.10240 -2.75498 -0.0230 0.0634 -0.0279 0.000
H -3.46994 0.47632 0.51182 -0.0445 0.0068 -0.0850 0.004
H -5.47541 0.34400 -0.89858 -0.0623 0.0664 0.1493 0.000
C 0.21067 -4.92432 0.44361 -0.2142 0.5326 -0.4453 -0.007
Si -0.55963 -3.44286 -0.45010 -0.2498 0.1723 0.4519 -0.017
C -0.39155 -3.39466 -2.34697 -0.0280 -0.0218 0.7793 -0.001
C -2.30175 -3.05357 0.22710 0.6281 -0.1831 -0.3924 -0.001
Sb 0.83882 -1.36804 0.50993 1.5262 -1.2505 0.6156 -0.038
Si 3.67739 -1.34084 -0.45900 -1.0958 -0.5528 0.4340 0.001
C 3.29792 -0.86553 -2.25527 0.3218 0.0346 0.7160 0.001
C 4.51930 -0.19697 0.79019 -0.4010 -0.2285 -0.6727 0.000
C 3.89480 -3.21350 -0.11594 0.0071 0.8859 -0.2678 0.000
Si 0.64808 -1.01997 3.22111 -0.0882 -0.8955 -0.5602 0.004
C -1.07846 -0.16575 3.25705 0.6381 -0.2576 -0.1512 0.000
C 0.49430 -2.77808 3.94488 0.0854 0.8902 -0.1036 0.001
C 2.16240 -0.05127 3.84343 -0.6520 -0.2717 -0.3312 0.001
H -0.33272 -5.82837 0.19005 -0.1815 -0.2139 -0.1184 -0.001
H 0.16869 -4.81405 1.52216 -0.0851 0.1465 0.1744 0.000
H 1.24641 -5.08252 0.16732 0.2278 0.0189 -0.1256 0.000
H -1.19794 -3.94853 -2.82069 -0.1821 -0.1171 0.0152 0.000
H 0.54107 -3.84712 -2.67322 0.1633 -0.0318 0.0443 0.000
H -0.41904 -2.37585 -2.72622 -0.0133 0.1181 0.0079 0.000
H -3.02382 -3.81600 -0.04935 -0.1121 -0.1826 -0.1051 0.000
H -2.66261 -2.09877 -0.14595 -0.0442 0.0436 -0.0980 0.000
H -2.28277 -3.00313 1.31329 0.1074 -0.0245 0.1436 0.000
H 2.69387 0.03910 -2.30380 0.0078 0.0342 0.0900 0.000
H 2.77181 -1.66234 -2.78122 0.0082 -0.1267 0.1603 0.000
H 4.21052 -0.65179 -2.80605 0.2495 -0.0306 -0.0482 0.000
H 4.06068 0.79416 0.78177 0.0244 -0.2331 -0.0290 0.000
H 5.57134 -0.05231 0.55286 0.1914 -0.1619 -0.1630 0.000
H 4.46083 -0.59240 1.80448 -0.0655 -0.1775 -0.0715 0.000
H 3.35571 -3.82843 -0.83204 -0.1251 0.0457 -0.1436 0.000
H 3.56399 -3.48340 0.88465 -0.0079 0.1056 0.1319 0.000
H 4.94376 -3.48728 -0.19237 0.2456 0.0016 -0.0061 0.000
H -1.87788 -0.89540 3.13175 0.0683 -0.1241 -0.0277 0.000
H -1.16965 0.58086 2.44614 -0.0809 0.2422 0.0096 0.001
H -1.25798 0.36868 4.18698 -0.0450 0.1832 0.0714 0.000
H -0.39361 -3.29920 3.60151 -0.1850 0.0266 -0.1588 0.000
H 0.42741 -2.71123 5.02643 -0.0053 -0.0027 0.2883 0.000
H 1.35755 -3.39391 3.71646 0.2211 -0.0240 -0.0873 0.000
H 2.46702 0.72317 3.14445 0.0003 0.0184 -0.0834 0.000
H 3.00638 -0.71782 4.01270 -0.0326 -0.1567 -0.0347 0.000
H 1.93847 0.43283 4.79226 -0.1300 0.0070 0.1445 0.000
```
Forces are in eV/Å.

ORCA calculation (ωB97M-V with the def2-TZVPD basis set) on the molecule C10H16N2 in a non-equilibrium geometry.

- E_tot (Eh) = -499.99229
- energy relative to the best compared isomer or geometry (same formula, charge and spin) (kcal/mol) = 80.0
- HOMO-LUMO gap (eV) = 9.191
- HOMO (eV) = -8.427
- LUMO energy (eV) = 0.76

XYZ file:
```
28
Properties=species:S:1:pos:R:3:forces:R:3:lowdin_charge:R:1
C -1.52410 -0.56504 1.22359 0.1045 0.2929 -0.4206 -0.026
C -0.72815 -0.22487 -0.06619 -0.3908 -1.5119 0.1418 -0.501
C -1.65593 -0.25498 -1.31277 -0.8755 1.7191 0.8823 -0.014
C 0.30014 -1.29267 -0.23909 2.1763 -1.2014 -0.3142 -0.237
C 1.36460 -0.65422 -1.19187 -1.8004 -0.4029 -0.7832 -0.139
C 1.17359 0.82195 -1.03164 1.1519 2.7695 -0.4199 -0.146
C 0.13360 1.01346 0.05692 1.9594 -0.1178 1.3069 -0.432
C -0.52276 2.36756 0.21208 0.8455 -1.7153 -0.7012 0.003
N 0.79823 0.74511 1.44726 -2.2823 1.5910 0.3872 0.020
N 2.29114 0.57985 1.62047 3.7012 1.9243 -0.1996 0.241
C 1.57650 -0.39011 1.50706 -1.6369 -0.5311 -0.0747 -0.417
C 1.12439 -1.65352 1.09798 -1.4219 -3.6452 -1.4510 -0.055
H -2.43781 -0.07131 1.08536 -1.4754 1.3546 0.5200 0.057
H -0.98462 -0.24991 2.13095 -0.6106 -0.1061 -0.4770 0.094
H -1.89952 -1.58269 1.33300 0.7000 -0.4505 -0.3292 0.090
H -2.28447 0.70539 -1.05511 0.0678 -2.3038 -0.9508 0.112
H -2.12680 -1.27844 -1.23776 -0.2916 1.4661 -0.4381 0.102
H -1.27315 -0.06332 -2.36423 0.1465 -0.4415 1.4951 0.099
H -0.11765 -2.22721 -0.66065 0.1729 0.3713 0.3866 0.150
H 1.14031 -0.88712 -2.25688 0.7285 -0.4371 0.7929 0.128
H 2.32296 -0.88733 -0.82080 1.3354 -0.7963 -0.4026 0.090
H 2.17680 1.37009 -0.74140 -1.9755 -0.9073 -0.6254 0.153
H 0.78574 1.26351 -1.98669 0.4698 -0.0707 0.8090 0.126
H 0.19487 3.13459 0.08224 0.9467 0.8280 0.5483 0.077
H -0.94322 2.28677 1.18283 -0.8373 0.8296 0.7278 0.080
H -1.16828 2.52328 -0.60854 -1.4377 0.1524 -0.5934 0.064
H 0.40979 -2.11140 1.84845 0.9938 0.5205 -0.7209 0.140
H 1.87378 -2.41742 0.74545 -0.4643 0.8196 0.9039 0.138
```
Forces are in eV/Å.

ORCA calculation (ωB97M-V with the def2-TZVPD basis set) on a structure of composition C7H20BCaInNO2 in a non-equilibrium geometry.

- E_tot (Eh) = -1376.20062
- net charge = +1
- HOMO-LUMO gap (eV) = 3.502
- HOMO (eV) = -9.643
- LUMO energy (eV) = -6.14

XYZ file:
```
33
Properties=species:S:1:pos:R:3:forces:R:3:lowdin_charge:R:1
C -3.57970 2.03457 -0.47577 0.0720 -0.0764 -0.7449 -0.176
C -2.45477 1.34792 -1.31313 -0.3443 -0.4027 0.1280 -0.262
C -1.66331 0.27240 -0.55089 0.1678 0.1035 0.0789 -0.291
C -0.66208 0.77342 0.50436 -1.2265 0.7771 -0.1220 -0.342
In 1.37580 -0.41766 0.66761 1.0753 -0.2117 0.5054 0.846
C 2.58636 0.64634 -0.79943 -0.2696 0.2381 -0.2511 -0.247
O 0.94417 -2.36401 0.29543 -0.3475 -0.0012 -0.0891 -0.357
C 0.22360 -2.88256 -0.78045 0.0456 -0.1360 -0.0461 -0.422
C 0.85639 -2.59215 -2.13763 -0.0628 -0.0161 -0.1090 -0.094
B 2.09985 -0.26486 2.86960 0.1021 -0.3840 0.0040 -0.610
N 2.81753 0.88182 3.40745 -0.2166 0.3592 -0.7308 0.103
O 1.75021 -1.25399 3.76128 0.0430 0.6764 0.5344 0.054
H -3.72759 1.55551 0.50634 -0.0765 0.1554 -0.0422 0.095
H -4.52053 2.00334 -1.01998 -0.0805 -0.0825 0.2504 0.109
H -3.40650 3.11969 -0.40386 -0.8072 0.2098 -0.0896 0.012
H -1.77310 2.07658 -1.78189 -0.0633 -0.0135 0.0165 0.119
H -2.97879 0.85408 -2.13195 0.1937 0.1581 -0.1523 0.126
H -1.12725 -0.32487 -1.29113 -0.0789 -0.0154 0.0318 0.100
H -2.38745 -0.38264 -0.05799 0.1415 -0.1640 -0.1155 0.128
H -0.23510 1.74172 0.16939 1.0015 -0.2870 -0.1150 -0.035
H -1.09270 0.84407 1.52144 0.2410 -0.0789 0.2105 0.019
H 2.80237 1.65211 -0.42030 0.0770 -0.0480 -0.0185 -0.033
H 3.53535 0.11486 -0.89173 -0.0308 0.0357 -0.0148 -0.012
H 2.16696 0.76111 -1.80303 0.0362 -0.0616 0.0230 -0.030
H -0.82532 -2.52811 -0.79384 0.0585 0.0382 0.0566 0.082
H 0.15316 -3.97104 -0.65015 -0.0186 0.0366 -0.0407 0.109
H 0.17676 -2.85291 -2.95532 0.0164 -0.0157 0.0415 0.072
H 1.77347 -3.16736 -2.27737 0.0140 0.1044 0.0855 0.078
H 1.10750 -1.52930 -2.23154 -0.0165 -0.0441 0.0101 0.044
H 2.34395 1.58477 3.96087 0.2183 -0.3559 0.5782 0.057
H 3.35693 1.36220 2.69651 -0.2526 0.1538 -0.0358 0.043
H 2.10238 -2.12746 3.60407 -0.3577 -0.3354 -0.3772 0.088
Ca -1.73854 3.03244 0.80304 0.7458 -0.3164 0.5396 1.625
```
Forces are in eV/Å.